Here is a cluster of 14 separate species, C42H112O42S14 in total in a non-equilibrium geometry from OMol25. Energies are from ωB97M-V/def2-TZVPD.

Properties
molar mass: 1738.25 g/mol
net charge: 0
energy above the lowest of the compared OMol25 structures with the same formula, charge and spin: 117.5 kcal/mol
total energy: -10401.8025 Eh
maximum force: 4.24 eV/Å

Atoms and positions in Å:
1 O -4.171 -4.108 -0.795
2 S -3.312 -4.644 -1.885
3 O -3.321 -6.067 -2.234
4 O -3.516 -3.798 -3.266
5 C -3.666 -2.337 -3.171
6 C -3.198 -1.848 -4.480
7 C -1.605 -4.215 -1.474
8 H -3.132 -1.959 -2.300
9 H -4.728 -2.193 -2.970
10 H -3.606 -2.322 -5.372
11 H -2.113 -1.863 -4.590
12 H -3.299 -0.764 -4.542
13 H -1.273 -5.074 -0.891
14 H -1.521 -3.351 -0.816
15 H -1.018 -4.148 -2.390
16 O 0.111 -7.387 -1.619
17 S 1.078 -7.196 -0.533
18 O 2.509 -6.988 -0.835
19 O 0.588 -6.026 0.512
20 C 1.298 -5.877 1.671
21 C 1.765 -4.403 1.786
22 C 0.872 -8.738 0.476
23 H 2.155 -6.549 1.706
24 H 0.671 -6.139 2.523
25 H 0.865 -3.789 1.758
26 H 2.389 -3.981 0.997
27 H 2.370 -4.213 2.673
28 H 1.680 -8.849 1.199
29 H 0.889 -9.519 -0.284
30 H -0.081 -8.805 0.999
31 O -3.701 0.951 -2.620
32 S -3.693 1.935 -3.744
33 O -2.587 1.991 -4.769
34 O -5.121 1.809 -4.631
35 C -5.197 2.629 -5.816
36 C -6.644 2.577 -6.203
37 C -3.764 3.732 -3.118
38 H -4.595 2.135 -6.578
39 H -4.931 3.679 -5.687
40 H -7.119 1.596 -6.238
41 H -6.684 3.030 -7.193
42 H -7.317 3.211 -5.626
43 H -3.741 4.323 -4.033
44 H -2.924 3.933 -2.453
45 H -4.701 3.863 -2.576
46 O 3.686 2.782 -5.079
47 S 4.417 2.582 -3.821
48 O 4.785 1.210 -3.381
49 O 5.764 3.553 -3.765
50 C 6.715 3.435 -2.702
51 C 7.815 4.501 -2.822
52 C 3.541 3.455 -2.484
53 H 7.117 2.431 -2.834
54 H 6.322 3.317 -1.692
55 H 8.501 4.400 -1.981
56 H 7.437 5.511 -2.670
57 H 8.348 4.275 -3.746
58 H 4.084 3.313 -1.550
59 H 2.516 3.088 -2.429
60 H 3.340 4.502 -2.711
61 O -3.063 -5.984 4.289
62 S -2.124 -5.385 3.364
63 O -0.843 -4.937 3.932
64 O -1.859 -6.396 2.066
65 C -3.004 -7.075 1.564
66 C -2.951 -8.522 2.022
67 C -2.826 -4.061 2.420
68 H -2.915 -7.089 0.477
69 H -3.988 -6.670 1.799
70 H -3.316 -8.639 3.043
71 H -1.986 -9.017 1.916
72 H -3.685 -9.056 1.418
73 H -1.899 -3.627 2.046
74 H -3.251 -3.378 3.155
75 H -3.587 -4.365 1.701
76 O 4.015 -3.149 -1.342
77 S 5.347 -3.639 -1.024
78 O 6.041 -4.454 -2.019
79 O 6.327 -2.347 -0.627
80 C 5.922 -1.406 0.376
81 C 5.452 -0.093 -0.216
82 C 5.252 -4.483 0.610
83 H 6.721 -1.257 1.103
84 H 5.021 -1.785 0.859
85 H 4.538 -0.166 -0.806
86 H 6.215 0.329 -0.870
87 H 5.254 0.596 0.605
88 H 4.919 -3.690 1.279
89 H 6.248 -4.842 0.866
90 H 4.499 -5.268 0.538
91 O -1.174 -0.850 8.391
92 S -2.056 0.320 8.239
93 O -1.631 1.712 8.535
94 O -2.839 0.365 6.701
95 C -3.233 -0.839 6.052
96 C -2.133 -1.150 5.011
97 C -3.543 -0.003 9.211
98 H -4.230 -0.632 5.663
99 H -3.329 -1.703 6.710
100 H -1.806 -0.324 4.380
101 H -2.409 -1.991 4.375
102 H -1.248 -1.486 5.553
103 H -3.288 -0.254 10.241
104 H -4.151 -0.796 8.775
105 H -4.134 0.902 9.071
106 O 3.340 0.083 4.955
107 S 3.382 -1.287 4.548
108 O 3.640 -1.693 3.145
109 O 4.482 -2.059 5.460
110 C 5.742 -2.353 4.896
111 C 6.611 -1.148 4.516
112 C 1.861 -2.071 5.074
113 H 5.628 -2.986 4.016
114 H 6.371 -2.962 5.546
115 H 6.169 -0.726 3.613
116 H 7.599 -1.463 4.180
117 H 6.751 -0.369 5.265
118 H 1.991 -3.145 4.940
119 H 0.995 -1.663 4.552
120 H 1.697 -1.910 6.139
121 O 2.943 2.646 0.602
122 S 2.786 3.313 1.886
123 O 2.749 4.768 1.993
124 O 1.520 2.655 2.709
125 C 1.104 3.263 3.950
126 C 0.329 2.178 4.672
127 C 4.146 2.615 2.976
128 H 0.611 4.222 3.793
129 H 1.996 3.580 4.490
130 H -0.026 2.428 5.671
131 H 0.902 1.281 4.907
132 H -0.508 1.870 4.046
133 H 5.077 2.988 2.547
134 H 3.941 1.555 2.826
135 H 4.057 2.953 4.008
136 O -2.060 9.712 2.296
137 S -2.048 8.522 3.160
138 O -2.922 8.312 4.299
139 O -2.187 7.248 2.097
140 C -2.277 5.853 2.551
141 C -1.257 4.992 1.723
142 C -0.265 8.208 3.681
143 H -3.251 5.424 2.313
144 H -1.913 5.786 3.576
145 H -1.271 3.908 1.842
146 H -0.241 5.371 1.830
147 H -1.493 5.271 0.696
148 H -0.019 7.148 3.743
149 H -0.238 8.538 4.720
150 H 0.423 8.581 2.923
151 O 1.484 0.252 -3.347
152 S 1.293 -0.952 -4.183
153 O 0.470 -2.106 -3.776
154 O 0.637 -0.349 -5.577
155 C 0.094 -1.154 -6.598
156 C -0.711 -0.185 -7.447
157 C 2.948 -1.423 -4.902
158 H -0.620 -1.934 -6.335
159 H 0.851 -1.583 -7.254
160 H -1.048 -0.801 -8.281
161 H -0.272 0.716 -7.874
162 H -1.560 0.104 -6.827
163 H 3.397 -0.454 -5.116
164 H 2.878 -1.908 -5.876
165 H 3.514 -2.020 -4.187
166 O 1.456 5.004 -4.297
167 S 0.162 4.615 -4.788
168 O -1.039 4.741 -3.944
169 O -0.138 5.350 -6.175
170 C -1.377 5.467 -6.704
171 C -1.931 6.828 -6.182
172 C 0.354 2.859 -5.460
173 H -2.063 4.694 -6.356
174 H -1.233 5.466 -7.785
175 H -2.921 7.044 -6.584
176 H -1.260 7.670 -6.353
177 H -1.921 6.774 -5.094
178 H -0.397 2.600 -6.207
179 H 0.444 2.160 -4.629
180 H 1.318 2.754 -5.958
181 O -5.019 0.693 3.828
182 S -4.425 0.217 2.551
183 O -4.008 -1.204 2.362
184 O -5.532 0.522 1.380
185 C -5.419 0.053 0.060
186 C -6.187 -1.216 -0.196
187 C -3.071 1.326 1.975
188 H -4.377 -0.134 -0.204
189 H -5.769 0.875 -0.565
190 H -7.270 -1.121 -0.271
191 H -5.820 -1.883 0.585
192 H -5.883 -1.636 -1.154
193 H -2.165 0.964 2.461
194 H -3.126 2.338 2.376
195 H -2.985 1.411 0.892
196 O 0.200 -0.685 2.414
197 S 0.144 -0.621 0.950
198 O -0.664 -1.649 0.277
199 O -0.403 0.908 0.493
200 C -0.601 1.104 -0.882
201 C -0.287 2.584 -1.213
202 C 1.924 -0.641 0.263
203 H -1.663 0.959 -1.080
204 H -0.063 0.344 -1.449
205 H -0.425 2.772 -2.278
206 H 0.747 2.834 -0.974
207 H -0.974 3.235 -0.673
208 H 2.356 -1.552 0.677
209 H 2.427 0.270 0.589
210 H 2.032 -0.745 -0.816

Mulliken population analysis, charges in e, atoms 1 to 4: -0.552, 1.114, -0.638, -0.396